Record 1
{
  "formula": "C5H11AsCl8F6OY",
  "method": "the ωB97M-V functional and the def2-TZVPD basis",
  "elements": ["Y", "As", "Cl", "Cl", "Cl", "Cl", "Cl", "Cl", "Cl", "Cl", "F", "F", "F", "F", "F", "F", "O", "C", "C", "C", "C", "C", "H", "H", "H", "H", "H", "H", "H", "H", "H", "H", "H"],
  "coordinates": [[-0.188, 4.633, -1.909], [-0.827, 1.006, -6.074], [2.907, 3.400, 7.361], [-0.395, -5.279, -0.189], [3.982, 2.669, 4.762], [-3.328, -5.441, -0.403], [5.064, -1.378, -1.479], [-5.862, 0.857, 3.819], [-5.837, -1.934, 4.842], [4.878, 1.530, -2.395], [0.755, 0.181, -6.307], [-1.452, 0.297, -7.579], [-0.272, 1.719, -4.525], [-1.558, -0.350, -5.145], [-0.138, 2.466, -6.899], [-2.394, 1.935, -5.830], [0.192, 1.623, 0.588], [-1.792, -4.947, -1.235], [-4.911, -0.617, 4.032], [5.271, 0.355, -1.095], [2.679, 2.424, 5.931], [0.038, 0.338, 1.118], [0.745, -0.300, 0.588], [-1.865, -3.867, -1.356], [2.594, 1.383, 6.244], [-0.963, -0.068, 0.973], [-1.672, -5.408, -2.215], [4.622, 0.560, -0.243], [1.704, 2.640, 5.494], [-4.538, -0.969, 3.070], [0.342, 0.304, 2.164], [-4.069, -0.309, 4.651], [6.289, 0.548, -0.759]],
  "de_lowest_kcal_mol": 209.2,
  "orbital_gap_ha": 0.0940,
  "lumo_energy_ev": -10.0,
  "total_charge": 1,
  "homo_energy_ha": -0.4632
}



Record 2
{
  "formula": "C5H11BF4NO2P",
  "method": "the ωB97M-V functional and the def2-TZVPD basis",
  "elements": ["P", "F", "F", "F", "F", "O", "O", "N", "C", "C", "C", "C", "C", "B", "H", "H", "H", "H", "H", "H", "H", "H", "H", "H", "H"],
  "coordinates": [[-0.247, 0.185, 0.423], [0.866, 1.328, 2.733], [-0.607, -0.816, -2.170], [0.920, -0.930, 2.703], [-1.074, 0.265, 3.120], [2.009, -1.246, -0.813], [-3.397, -0.053, 0.159], [2.739, 0.804, 0.415], [0.119, 0.183, 2.339], [-2.850, -1.150, 0.317], [-1.299, -1.382, 0.571], [-0.673, 0.423, -1.438], [0.308, 1.489, -2.155], [1.637, -0.106, -0.008], [3.202, 1.231, -0.404], [1.146, 0.968, -2.729], [-0.747, 1.534, 0.621], [-0.899, -2.234, -0.081], [-1.729, 0.841, -1.596], [-0.303, 2.036, -2.956], [-3.527, -2.079, 0.329], [3.419, 0.237, 0.942], [0.677, 2.296, -1.447], [1.527, -2.042, -0.518], [-1.220, -1.783, 1.645]],
  "orbital_gap_ha": 0.3470,
  "smiles": "C[C@@H](F)[PH](CC=O)(B(N)O)C(F)(F)F",
  "lumo_energy_ev": 0.3,
  "homo_energy_ha": -0.3345
}



Record 3
{
  "formula": "C5H11BN2O2",
  "method": "the ωB97M-V functional and the def2-TZVPD basis",
  "elements": ["O", "O", "N", "N", "C", "C", "C", "C", "C", "B", "H", "H", "H", "H", "H", "H", "H", "H", "H", "H", "H"],
  "coordinates": [[-2.919, -1.218, 0.201], [-2.825, 1.101, 0.022], [1.582, 0.734, 0.054], [0.269, 0.777, -0.001], [3.678, -0.271, 0.135], [-0.302, -1.631, -0.246], [2.283, -0.368, 0.268], [-0.668, -0.187, 0.091], [-0.194, 2.088, -0.182], [-2.136, -0.104, 0.095], [-3.799, -1.178, 0.036], [4.306, 0.540, -0.080], [2.072, -1.368, 0.526], [0.202, -2.098, 0.725], [0.282, -1.792, -1.132], [-0.740, 2.176, -1.162], [-0.929, 2.374, 0.568], [-1.267, -2.134, -0.327], [0.818, 2.673, -0.122], [4.112, -1.260, 0.465], [-3.825, 1.148, 0.066]],
  "de_lowest_kcal_mol": 88.5,
  "orbital_gap_ha": [0.2669, 0.2598],
  "lumo_energy_ev": [0.0, 0.0],
  "homo_energy_ha": [-0.2678, -0.2604]
}



Record 4
{
  "formula": "C5H11BO5S",
  "method": "the ωB97M-V functional and the def2-TZVPD basis",
  "elements": ["S", "O", "O", "O", "O", "O", "C", "C", "C", "C", "C", "B", "H", "H", "H", "H", "H", "H", "H", "H", "H", "H", "H"],
  "coordinates": [[0.007, -1.158, -1.510], [2.179, -1.790, 1.320], [3.092, 0.319, 1.968], [1.420, -1.465, -1.820], [-0.358, -1.575, 0.031], [-0.886, -1.961, -2.382], [0.636, 0.397, 1.211], [-1.777, 0.458, 0.441], [-1.754, 0.893, -1.055], [-0.617, -0.467, 0.894], [-0.441, 0.580, -1.826], [1.989, -0.415, 1.482], [0.399, 1.237, -1.586], [2.884, 1.243, 1.855], [0.789, 1.186, 0.457], [-1.694, 1.369, 1.049], [-0.640, 0.634, -2.898], [-0.935, -0.908, 1.846], [2.568, -1.889, 0.450], [-2.763, 0.044, 0.684], [-2.553, 0.357, -1.582], [-1.947, 1.965, -1.169], [0.404, 0.947, 2.140]],
  "orbital_gap_ha": 0.3930,
  "smiles": "O=S1(=O)CCC[C@H](CB(O)O)O1",
  "lumo_energy_ev": 0.2,
  "homo_energy_ha": -0.3862
}



Record 5
{
  "formula": "C5H11Br",
  "method": "the ωB97M-V functional and the def2-TZVPD basis",
  "elements": ["Br", "C", "C", "C", "C", "C", "H", "H", "H", "H", "H", "H", "H", "H", "H", "H", "H"],
  "coordinates": [[-2.048, 1.892, -0.917], [0.024, -0.846, 0.815], [0.146, -0.469, -1.701], [1.491, 1.014, -0.107], [-1.281, -0.355, 1.500], [0.572, -0.115, -0.339], [0.729, 0.082, -2.452], [-2.104, -0.331, 0.773], [0.809, -0.847, 1.589], [0.980, 1.871, 0.364], [1.918, 1.374, -1.054], [-1.551, -1.030, 2.325], [-0.159, -1.879, 0.479], [-1.157, 0.659, 1.898], [0.225, -1.557, -1.873], [2.314, 0.699, 0.561], [-0.908, -0.162, -1.863]],
  "de_lowest_kcal_mol": 40.4,
  "orbital_gap_ha": [0.2049, 0.2048],
  "lumo_energy_ev": [-2.2, -2.2],
  "homo_energy_ha": [-0.2849, -0.2849]
}



Record 6
{
  "formula": "C5H11BrN",
  "method": "the ωB97M-V functional and the def2-TZVPD basis",
  "elements": ["Br", "N", "C", "C", "C", "C", "C", "H", "H", "H", "H", "H", "H", "H", "H", "H", "H", "H"],
  "coordinates": [[0.899, 1.011, 1.964], [-1.693, 2.057, -0.659], [-0.812, 1.027, -2.718], [1.584, -2.582, 2.650], [-1.112, 0.924, -1.252], [1.544, -1.769, 1.344], [1.266, -0.547, 1.073], [0.982, -3.544, 2.437], [-0.246, 0.246, -3.155], [2.630, -2.685, 2.971], [-0.322, 1.949, -2.888], [-1.712, 0.982, -3.289], [-0.588, 0.239, -0.634], [-1.171, 2.235, 0.146], [-1.554, 2.890, -1.377], [-2.738, 2.048, -0.651], [1.727, -2.426, 0.520], [1.314, -2.054, 3.518]],
  "de_lowest_kcal_mol": 134.4,
  "orbital_gap_ha": [0.2597, 0.3198],
  "lumo_energy_ev": [-4.8, -3.9],
  "total_charge": 1,
  "homo_energy_ha": [-0.4368, -0.4622]
}



Record 7
{
  "formula": "C5H11Cl6CuO",
  "method": "the ωB97M-V functional and the def2-TZVPD basis",
  "elements": ["Cu", "Cl", "Cl", "Cl", "Cl", "Cl", "Cl", "O", "C", "C", "C", "C", "C", "H", "H", "H", "H", "H", "H", "H", "H", "H", "H", "H"],
  "coordinates": [[-0.070, 2.471, 3.163], [0.510, 5.711, -2.334], [2.865, -1.999, -0.704], [-1.752, -3.370, -0.886], [-1.922, 4.072, -2.845], [-1.627, -3.228, 2.024], [3.506, -2.984, 2.012], [-0.014, 1.937, 1.065], [2.289, -2.820, 0.764], [0.759, 0.955, 0.428], [-2.592, -2.902, 0.606], [-0.087, 0.055, -0.438], [-0.451, 4.280, -1.883], [1.322, 0.425, 1.200], [1.503, 1.476, -0.198], [0.120, 3.367, -1.992], [1.952, -3.814, 0.488], [-3.559, -3.392, 0.636], [0.597, -0.559, -1.030], [1.443, -2.271, 1.168], [-0.706, 4.482, -0.849], [-0.623, -0.667, 0.177], [-0.691, 0.605, -1.156], [-2.769, -1.830, 0.585]],
  "orbital_gap_ha": [0.2498, 0.2043],
  "spin_multiplicity": 2,
  "lumo_energy_ev": [-6.5, -7.8],
  "total_charge": 1,
  "homo_energy_ha": [-0.4905, -0.4905]
}



Record 8
{
  "formula": "C5H11Cl8Hg2O",
  "method": "the ωB97M-V functional and the def2-TZVPD basis",
  "elements": ["Hg", "Hg", "Cl", "Cl", "Cl", "Cl", "Cl", "Cl", "Cl", "Cl", "O", "C", "C", "C", "C", "C", "H", "H", "H", "H", "H", "H", "H", "H", "H", "H", "H"],
  "coordinates": [[2.795, -0.579, -2.832], [3.091, 2.966, -1.231], [-4.275, -2.668, -0.922], [3.342, 1.743, 1.264], [-3.363, -0.330, 0.701], [1.587, 2.251, 3.554], [-1.338, 2.713, 2.574], [0.485, -5.709, -0.411], [0.514, -3.062, -1.252], [-2.847, 4.860, 1.520], [1.695, 1.013, -1.418], [2.463, 1.001, 2.617], [0.997, -4.653, -1.712], [-1.827, 3.468, 1.087], [0.447, 0.792, -0.779], [-3.013, -1.346, -0.686], [-0.005, -0.136, -1.129], [1.699, 0.364, 2.171], [-0.908, 3.814, 0.614], [0.399, -4.889, -2.592], [2.076, -4.705, -1.860], [-3.019, -0.741, -1.593], [3.077, 0.372, 3.260], [0.490, 0.790, 0.310], [-2.014, -1.777, -0.620], [-0.252, 1.608, -0.965], [-2.294, 2.838, 0.330]],
  "orbital_gap_ha": [0.1258, 0.1097],
  "spin_multiplicity": 2,
  "lumo_energy_ev": [-11.7, -12.2],
  "total_charge": 2,
  "homo_energy_ha": [-0.5563, -0.5564]
}



E_tot across the listed records, respectively: -185760.16279; -31782.35672; -13113.32827; -27113.94998; -75404.03395; -76883.67598; -127174.18382; -115916.57057 eV.